H80O40 | ωB97M-V with the def2-TZVPD basis set

Geometry as XYZ:
```
120
Properties=species:S:1:pos:R:3:forces:R:3
H -2.162 4.890 -1.817 -1.2295 -0.3869 0.3688
O -3.549 -1.659 4.633 -0.5020 0.0546 -0.3819
H 2.253 1.077 2.262 -0.0995 -0.2737 0.0995
H 1.361 -0.331 -1.650 0.6642 0.4260 -0.2665
H -4.167 -4.389 0.554 -1.7343 1.0892 0.8601
H 1.837 4.742 0.393 -0.0482 -0.1375 -0.0510
O -0.270 -2.048 2.884 1.4670 0.8709 -1.0280
H -2.896 -2.256 4.994 0.3457 -0.1648 0.1145
O -3.343 -4.714 0.300 2.3816 -1.3422 -0.8126
O -4.879 1.106 -1.014 -0.6532 0.5029 -0.6157
H 0.729 3.706 3.950 -0.0030 -0.0931 0.2974
H -3.771 2.859 2.795 1.2686 0.0323 0.7854
O 2.121 1.409 3.158 0.2583 -0.2972 -0.0053
H 2.984 -1.819 -1.234 0.4769 -0.0009 0.0416
H 0.983 -5.251 3.234 0.6102 -0.0629 1.1626
H 4.605 1.744 -0.746 0.6076 -0.1089 0.5089
H 2.087 4.759 1.852 0.3441 0.0380 0.5365
O -1.488 1.537 -2.227 -1.3222 0.6160 -0.5797
H 1.080 2.207 -0.859 -0.4467 0.2196 -0.3277
H 4.587 1.475 3.098 0.7902 1.4913 -0.6383
H 0.551 -1.732 -3.618 -0.2204 -0.4806 0.2269
H 2.110 0.935 -2.310 0.0175 -0.4610 -0.3449
H 2.182 1.659 -4.400 -0.2826 -0.3629 -0.6347
H -4.248 -2.234 4.292 0.2196 0.1390 0.1879
H -4.905 4.981 0.886 0.2633 -0.1642 0.1760
O -0.386 0.913 5.043 -0.2133 -0.0009 0.7545
O 0.318 -4.949 0.129 0.0472 0.4142 -0.5105
O 1.384 4.893 1.226 -0.6208 0.6617 -0.1546
O -1.216 -1.881 -1.864 0.1257 0.0788 0.0406
O -5.100 4.038 0.866 -0.8805 0.1201 -0.4488
H 0.161 -1.207 -4.993 0.0830 0.0123 0.1793
O 1.426 -4.500 2.865 -1.2234 0.3397 -2.4970
O 0.736 2.450 -3.894 1.3637 0.8828 0.4318
H 0.163 3.513 -1.021 0.3543 0.2777 -0.2293
H 3.563 2.973 1.678 0.8548 0.1713 0.6803
O 2.429 0.836 -4.872 1.2139 0.0871 0.7946
H -2.561 -2.290 1.508 -0.3824 0.1456 0.0788
H -1.050 1.726 2.414 -0.4648 0.1918 -0.8466
H 3.031 -4.586 0.945 0.1819 0.4560 -0.7223
O 4.578 2.475 3.202 0.0939 -2.4504 0.8092
H 2.139 -3.983 3.198 0.8436 -0.1993 1.5608
O 3.322 -1.779 -4.868 0.3613 -1.2368 -0.4457
H 0.407 -5.027 -0.858 0.0051 -0.4757 1.0311
H 1.680 -2.632 -0.929 -0.0001 0.0120 0.2833
H -0.703 -1.282 -1.303 -0.1048 -0.1434 -0.0150
H -5.667 -1.686 1.939 -1.0218 0.2273 0.8996
H -0.582 5.063 1.668 0.0034 -0.2412 -0.2746
H 3.586 -2.004 3.759 0.1407 0.5940 -0.1609
H -3.612 2.760 -0.002 -0.3314 0.7820 -0.0172
H -0.853 2.116 -1.799 0.5003 -0.5415 0.3373
H 3.290 -0.844 -5.096 -0.4207 0.2511 0.4194
O -1.589 5.111 -2.544 1.1017 -0.0443 0.2353
H 4.641 -1.223 -2.903 0.2424 -0.0377 -0.3095
H -1.794 -2.323 -1.225 0.0805 -0.0276 0.2157
H -5.360 0.275 -0.983 0.2347 0.0461 -0.4153
H 3.446 -0.262 -2.954 0.4532 -0.3062 -0.1292
H -2.610 -4.162 0.658 -0.8698 -0.0874 -0.3039
O 4.076 -0.683 -2.348 -0.4372 -0.2741 -0.7755
O 0.799 -3.613 -4.726 0.7760 0.4321 -1.0115
H 5.337 0.406 1.497 0.2585 0.3274 -0.3322
H 1.634 -3.204 -5.047 -0.1305 0.1551 0.7832
H -2.520 0.827 2.414 0.3429 1.1205 -1.1813
H 2.232 1.001 -5.784 -0.2462 0.2538 -0.7058
H 3.885 0.485 -0.810 0.1733 -0.5338 0.0310
H 0.397 0.797 4.492 -0.2755 -0.0645 -0.2540
O -1.693 1.154 2.813 -0.2427 -1.1225 2.0396
H 2.992 1.799 3.406 -1.2931 0.0976 -0.1966
O 3.138 2.954 0.828 -0.3465 -0.5136 -0.7660
O 6.150 0.293 2.014 -0.5169 -0.4136 -0.1964
H 2.989 -1.901 -3.974 -0.1654 0.3986 -0.0450
H -4.521 3.594 1.473 0.1313 0.2724 0.5517
H -3.415 1.834 4.023 0.5906 0.8207 -0.5074
H 3.863 -4.024 1.963 0.7517 -0.0103 -0.0934
H -1.181 0.754 4.487 1.0553 0.1832 -0.0750
H 0.397 2.917 5.207 -0.2140 -0.3658 0.0136
H -4.026 -0.283 1.088 -0.7150 0.5287 -0.6170
H 0.475 -4.865 -2.999 0.5664 0.8315 -0.2546
O 1.035 3.545 4.853 0.2005 0.4666 -0.2606
H -4.381 1.153 -1.842 -0.1380 -0.4696 -0.0851
O -0.199 0.194 0.863 0.3143 -0.2888 -0.7742
H -4.370 -0.370 -4.146 -0.2746 0.0444 0.3533
H 0.141 2.986 -4.395 -0.8350 0.4554 -0.3267
H -1.088 -2.552 1.458 0.0346 -0.3399 0.1631
O 2.110 -2.041 -1.558 -1.1714 -0.5857 -0.1192
H -2.990 -0.767 -3.826 -0.1694 0.0119 0.6572
H 0.135 -5.815 0.506 0.0208 0.0999 -0.3390
H -5.571 -1.890 0.407 0.0226 -0.0522 0.4199
O 4.781 0.791 -0.645 -0.3278 1.5453 0.8809
O -3.879 0.664 1.209 0.9912 0.8024 0.7099
H 0.556 -4.006 -5.563 -0.6880 -0.6079 -0.2534
H -0.134 -1.225 2.365 -0.7624 0.4197 0.7211
H -0.759 5.139 -2.044 0.0949 0.4103 -0.5847
H -1.159 0.657 -2.355 0.4997 -0.6796 0.1452
H 1.779 -4.278 -2.228 -0.2995 0.4826 -0.6999
O -3.012 3.178 -0.623 0.3633 -0.2046 0.2654
H -1.528 -2.673 -4.591 0.2246 0.2924 -0.3047
O -1.883 -2.577 0.890 0.0870 0.3934 -0.2107
H -1.043 -0.260 0.732 -0.1221 0.1461 0.1116
O 3.585 -2.660 3.066 -0.3411 -0.4447 0.5362
H 6.595 -0.365 1.462 0.2219 0.0774 0.2489
O 0.359 2.749 -0.484 -0.0364 -0.3764 0.7114
H -1.839 4.330 1.092 0.1643 -0.2919 -0.5208
H 3.680 -2.329 2.162 -0.0411 0.5646 0.3792
O 1.417 0.648 -1.716 -0.2845 0.1653 0.5349
O -5.067 -1.739 1.220 0.9161 -0.6901 -1.3593
O 3.795 -3.972 1.000 -0.9009 -1.1019 -0.0308
H -0.374 1.111 0.588 0.0943 -0.2329 -0.1054
O 0.410 -0.925 -4.106 -0.1891 0.7817 -0.1052
H -2.729 2.379 -1.079 0.6701 -0.0852 -0.6369
O -3.825 -0.535 -3.363 0.0431 0.4040 -0.6863
H 0.636 -2.369 2.725 -0.3610 -0.9551 0.6088
H -4.362 1.272 0.593 0.3146 -1.9913 0.4438
O -1.530 4.915 1.781 -0.2116 0.3371 0.5841
O -2.414 -2.287 -4.613 0.4765 -0.9712 0.1496
H 2.278 2.580 1.063 -0.2007 0.3626 -0.3172
O 1.213 -5.030 -2.407 -0.0937 -1.3461 0.7785
O -4.047 2.160 3.378 -2.2380 -0.3043 0.7146
H -2.742 -2.661 -3.782 -0.3986 0.2580 -0.1034
H 4.671 2.436 4.166 0.1920 1.0277 0.1702
H 0.267 1.713 -3.530 -0.8495 -0.7553 0.1772
```
Positions in Å, forces in eV/Å.

Multiplicity = 1
DFT total energy = -83198.1801 eV
Energy above the lowest of the compared OMol25 structures with the same formula, charge and spin = 176.1 kcal/mol
HOMO energy = -10.0 eV